No. 1
Computed, not measured: a cluster of 11 separate species, C54H99F12N18P2 in total at a distorted geometry, with ωB97M-V/def2-TZVPD.

Summary:
orbital gap: 7.60 eV
E_HOMO: -21.21 eV
DFT total energy: -4981.2308 Eh
LUMO: -0.4998 Eh
energy above the lowest of the compared OMol25 structures with the same formula, charge and spin: 224.4 kcal/mol

```
! RIJCOSX wB97M-V def2-TZVPD def2/J DEFGRID3
* xyz 7 1
H 6.325 -1.306 1.010
N -3.492 2.436 -2.369
C -3.144 5.178 -4.770
H -4.416 5.546 -2.228
H 7.611 5.537 -0.246
H -6.277 -4.267 -0.446
C 4.930 -0.949 3.774
H 4.670 -1.684 0.583
N -3.647 -2.222 5.616
H -0.432 -6.919 -7.571
C 2.634 -0.990 5.929
H 7.649 -0.019 -9.534
C 2.010 4.382 -1.716
C 0.414 -6.462 -7.056
C -1.304 2.011 3.353
N 5.379 -0.807 -6.054
H -1.671 8.437 2.165
C 1.875 0.610 -1.057
H 3.229 3.823 -3.445
H 0.393 -1.255 -4.895
C -0.532 3.127 2.705
C 5.438 -1.025 -7.410
H -2.824 -1.486 7.409
C -1.579 -1.490 1.018
H -3.671 -6.303 6.308
H -1.575 -2.940 3.439
H -1.334 -1.192 3.904
H 1.443 1.222 -0.265
F -1.755 0.792 7.354
H -4.082 5.441 -5.259
H -1.856 -4.877 -7.482
C 0.794 -4.330 -5.696
H -4.712 3.354 -0.860
H 1.891 5.262 -1.084
C -2.241 6.404 -4.409
H -8.863 -4.161 -0.516
H -10.376 -1.047 2.837
C -0.958 -1.189 -0.134
F -0.074 0.472 5.878
H 5.679 -2.713 1.756
C -9.705 -2.436 0.664
C -4.178 3.425 -1.796
H -5.984 -2.425 -2.001
C 5.278 4.742 -2.135
H -5.813 -3.308 0.942
H 2.319 5.267 -3.561
F 1.609 -3.484 4.780
C -1.085 5.588 2.996
P -0.159 1.088 7.436
C 7.265 -0.985 -9.207
H -3.480 -0.154 4.914
C 0.456 -2.233 -4.418
H -1.888 -2.468 -5.939
H -3.509 -6.111 4.570
H -0.005 -2.159 3.947
H 1.727 -7.113 -5.560
H -1.896 6.896 -5.318
H -0.106 2.826 1.748
C -3.058 -5.852 5.528
H 1.065 4.032 -2.133
F -0.261 1.776 8.867
H 8.051 -1.737 -9.144
C -1.125 -4.417 -6.834
H 2.894 -2.011 5.652
N 0.000 -5.167 -6.520
H 1.741 -4.584 -5.243
H 1.224 0.862 -1.895
H -10.272 0.256 1.749
H 3.206 0.839 -4.937
C 7.405 -0.327 -6.686
N -3.336 4.267 -3.617
H 0.598 -8.460 -6.184
C 4.448 0.514 2.212
N -0.671 -1.613 2.085
N 4.952 -0.723 2.444
C -2.603 -3.693 6.929
C 7.628 5.445 -1.332
N -9.000 -1.364 1.321
C -4.214 -0.951 5.036
H 1.708 -0.704 5.429
F 3.741 -4.228 4.400
N -1.311 4.327 2.513
F 2.781 -3.145 2.799
F 1.824 -5.751 4.449
C -2.920 -2.386 6.819
C 1.520 -0.855 -0.672
C -2.196 7.912 2.964
H 1.434 -1.291 2.187
H 3.361 1.012 6.118
H -4.432 -2.618 -0.894
H -2.632 -1.672 1.174
H 2.926 0.896 -1.088
H -2.026 -4.247 7.654
H -8.953 0.081 2.953
H -0.608 1.182 3.477
N -2.065 6.467 2.537
H 8.448 -0.064 -6.786
C -1.113 -3.199 -6.119
F 0.933 -4.309 2.686
C 4.468 6.703 -2.494
H -2.115 1.705 2.692
C 3.724 0.063 5.723
H 4.673 0.707 -3.986
H 0.006 -7.251 -5.153
H 8.337 6.156 -1.754
C -3.962 4.603 -2.494
H 4.385 -1.899 -4.547
C -6.262 -3.252 -0.049
C 5.395 -1.724 1.395
H 4.573 -1.333 -7.979
H 4.541 -0.138 6.416
C -2.931 5.753 1.724
N 4.335 0.096 4.421
C -7.661 -1.604 1.112
H 1.446 -2.533 -4.075
C 0.581 -1.337 1.526
P 2.272 -4.399 3.658
H -3.759 6.307 1.307
C -9.644 -0.447 2.296
N 6.208 5.649 -1.651
H 6.304 7.795 -1.997
F 3.097 -5.378 2.578
H -2.567 0.553 -2.438
H 7.875 4.399 -1.517
C 2.940 4.701 -2.868
H -0.313 -2.249 -3.645
H 5.158 -1.873 4.284
H -2.250 2.506 -4.200
C 5.700 6.900 -1.994
H -1.379 -6.519 4.271
H -1.403 -7.254 5.693
H 0.336 3.286 3.345
H 3.848 7.456 -2.957
H 5.309 3.687 -1.905
C 3.790 0.160 -4.316
C -1.588 -6.252 5.307
H 6.732 -0.213 -4.494
C -8.788 -3.235 0.034
C 0.748 -7.409 -5.936
H -6.856 -1.039 1.558
H 4.341 0.988 1.247
N 0.062 -3.215 -5.349
H -4.652 -1.063 4.045
N 0.393 -1.042 0.163
N -3.151 -4.391 5.822
H -0.265 5.850 3.648
C 4.210 -1.028 -5.179
H 1.341 -1.532 -1.507
H 3.847 2.117 3.651
H -3.201 8.308 3.112
H 2.350 -1.105 6.975
C -2.483 4.451 1.758
H -2.614 7.155 -3.712
N -7.475 -2.687 0.282
N 6.732 -0.759 -7.870
H -2.515 4.697 -5.519
C -3.723 -3.467 5.004
H -4.252 -3.702 4.092
H 6.587 -1.518 -9.875
C -3.010 2.909 -3.547
H 2.318 -1.370 -0.136
H -1.603 8.035 3.870
H -5.510 -1.290 -0.809
H -10.779 -2.465 0.773
C -0.933 -2.062 3.384
H 2.326 3.556 -1.080
H -1.696 2.285 4.332
H -2.940 3.560 1.351
H -4.210 0.639 -1.682
H -2.812 1.172 -0.807
F -0.299 2.509 6.705
H -0.954 -5.564 5.864
C -3.244 1.129 -1.807
H -1.387 5.919 -3.935
C 4.182 1.105 3.476
H -5.055 -0.669 5.669
F 0.070 -0.366 8.064
N 4.182 5.394 -2.541
H 3.110 -0.105 -3.506
C -5.481 -2.356 -1.036
C 6.579 -0.381 -5.549
F 1.426 1.363 7.500
H 1.263 -6.262 -7.709
H 3.432 -1.357 -5.868
H -1.295 -1.095 -1.156
*
```

Here are the Löwdin charges for atoms 1 to 99, given in e:
1 H 0.10
2 N -0.10
3 C -0.12
4 H 0.16
5 H 0.11
6 H 0.15
7 C 0.04
8 H 0.07
9 N -0.07
10 H 0.14
11 C -0.06
12 H 0.12
13 C -0.07
14 C -0.16
15 C -0.07
16 N -0.08
17 H 0.10
18 C -0.06
19 H 0.12
20 H 0.11
21 C -0.19
22 C 0.05
23 H 0.14
24 C -0.01
25 H 0.14
26 H 0.11
27 H 0.09
28 H 0.06
29 F -0.18
30 H 0.15
31 H 0.15
32 C 0.06
33 H 0.14
34 H 0.09
35 C -0.04
36 H 0.15
37 H 0.11
38 C -0.03
39 F -0.25
40 H 0.12
41 C 0.05
42 C -0.03
43 H 0.10
44 C 0.00
45 H 0.12
46 H 0.13
47 F -0.15
48 C 0.06
49 P 0.14
50 C 0.03
51 H 0.08
52 C -0.04
53 H 0.13
54 H 0.12
55 H 0.10
56 H 0.08
57 H 0.10
58 H 0.11
59 C -0.13
60 H 0.07
61 F -0.11
62 H 0.12
63 C 0.05
64 H 0.05
65 N -0.03
66 H 0.16
67 H 0.07
68 H 0.11
69 H 0.08
70 C 0.05
71 N -0.04
72 H 0.11
73 C -0.06
74 N -0.05
75 N -0.08
76 C 0.04
77 C 0.04
78 N -0.06
79 C 0.02
80 H 0.04
81 F -0.18
82 N -0.04
83 F -0.21
84 F -0.13
85 C 0.04
86 C -0.18
87 C 0.06
88 H 0.16
89 H 0.13
90 H 0.07
91 H 0.13
92 H 0.07
93 H 0.16
94 H 0.10
95 H 0.07
96 N -0.07
97 H 0.14
98 C 0.02
99 F -0.19

No. 2
Computed, not measured: a cluster of 11 separate species, C55H111F2N12O9S2 in total at a distorted geometry, with ωB97M-V/def2-TZVPD.

Summary:
orbital gap: 5.37 eV
E_HOMO: -11.69 eV
DFT total energy: -4491.3551 Eh
LUMO: -0.2322 Eh
energy above the lowest of the compared OMol25 structures with the same formula, charge and spin: 105.7 kcal/mol

```
! RIJCOSX wB97M-V def2-TZVPD def2/J DEFGRID3
* xyz 3 1
H 1.199 -2.440 -3.810
H -4.836 8.204 -2.352
H 1.171 1.539 0.675
N -2.893 -4.069 1.822
C 3.260 -1.172 4.601
H -6.681 -1.685 2.771
H 0.327 -1.146 -0.072
S -2.450 0.342 4.798
H 6.260 0.927 -3.070
H -2.288 -2.927 5.641
C 3.298 -3.243 0.880
H -8.736 3.150 3.506
H -9.059 1.977 1.480
N 1.752 0.145 -6.216
O 3.155 3.935 0.320
H 0.590 3.793 1.212
C -1.323 -3.625 -4.465
C -2.025 -2.186 -3.043
H -5.931 -0.636 1.045
C 0.745 1.475 -0.327
O -2.857 -0.793 7.399
C -3.713 6.140 -0.956
H 3.594 -1.045 5.631
N -2.680 -3.541 -4.713
C -9.419 1.491 2.387
C -1.999 -5.078 1.866
H -1.858 -5.784 1.061
N -0.891 -2.795 -3.497
H 3.002 0.184 -7.876
H -4.376 -5.006 0.662
C 0.856 -3.673 -2.030
H -1.941 -1.458 -2.249
N 0.966 1.572 -4.624
H -4.148 -2.368 -3.647
H 7.861 2.416 3.612
H 4.472 -1.236 2.842
H 2.632 0.043 1.489
H -4.197 7.678 -3.952
H -7.819 -1.564 4.026
H -2.453 -3.115 -0.339
N -3.622 6.552 -2.249
H -0.282 -0.421 1.414
H -5.466 6.780 -3.058
H 8.591 1.327 2.318
H 2.201 1.743 3.353
H 3.058 -3.802 1.784
C -6.347 1.064 2.334
H 3.084 1.562 4.852
O -4.696 0.756 6.790
C -2.010 5.101 -1.921
C 2.089 3.307 -3.265
H -9.507 -0.474 3.025
H 5.235 1.787 4.498
H -4.827 -3.423 1.168
C -6.971 -1.032 3.594
C 3.864 -1.165 -3.147
H 0.493 -1.675 -2.527
H 8.318 -4.173 -0.939
H -3.396 -2.446 3.178
H -4.399 -4.234 -5.811
N -1.749 -3.809 3.733
F -2.044 0.315 3.251
H 5.216 -2.869 -3.825
C -4.854 0.994 0.243
C -3.095 -2.593 -3.734
C 2.080 -0.360 4.296
C 7.519 -1.823 -2.320
C 2.723 -0.528 -7.099
H -1.126 4.488 -2.018
C -6.104 0.434 0.928
C 2.017 1.302 -5.524
H -6.230 -0.961 4.391
H 6.293 0.847 1.625
H 9.728 -3.453 -1.743
C 8.774 -3.955 -1.905
H -1.192 1.368 0.396
H -3.654 -3.997 -1.271
H -1.372 -1.282 0.297
H -3.230 4.046 2.505
H -4.339 6.567 -0.187
C -1.344 -4.958 3.089
H 1.856 -3.364 -1.728
C -3.463 4.740 1.698
H -0.564 -5.612 3.448
H -8.180 0.713 5.138
C 4.713 -3.259 0.481
H 0.849 -4.729 -2.300
C 4.440 -0.641 3.755
H -6.920 1.668 4.707
C 6.889 -0.867 -4.523
H -0.881 -4.069 5.669
H 0.148 2.466 -3.038
O 5.155 -4.162 -0.192
H 3.584 -0.735 -6.463
C 1.185 4.697 1.088
F -5.107 -1.495 6.613
C 5.142 -2.100 -3.057
C -2.504 5.959 -2.862
H 6.825 0.220 3.170
C -2.420 4.501 0.474
H 7.675 -0.142 -4.314
H 8.445 -1.274 -2.488
H 3.661 0.897 -2.823
H 5.136 -2.504 -2.044
H -10.498 1.619 2.299
H 3.013 -1.719 -2.751
C -3.982 -3.999 0.791
H 7.201 -1.790 -5.011
O 5.460 -2.389 0.906
H 6.017 -0.376 -4.955
H 2.386 2.770 -2.364
O 2.937 4.205 2.547
H 4.911 2.551 2.839
H -7.021 0.573 0.354
H 8.636 -4.988 -2.224
C 3.549 0.612 1.638
H 2.857 3.360 -4.036
H -4.716 0.662 -0.787
H -2.464 3.450 0.189
H 3.668 -0.823 -4.163
N -2.695 5.233 -0.730
H -3.278 5.675 2.227
C 7.759 1.959 2.628
C 0.806 2.765 -3.854
C 5.790 0.213 -2.393
H 6.879 -3.924 -2.733
H -6.637 2.074 2.043
H -8.745 -0.436 1.467
H 1.274 -0.447 5.024
O -2.839 1.746 4.888
H 1.488 1.008 -0.974
C 4.239 0.097 -2.360
H -2.876 -4.482 -6.587
C -8.990 2.102 3.665
N 3.974 0.736 3.152
H -5.457 1.164 2.955
C 2.578 4.248 1.360
H -4.742 2.078 0.259
H 1.019 5.397 1.907
S -3.884 -0.385 6.408
H 0.290 3.490 -4.484
C -8.847 0.124 2.396
C 5.225 1.680 3.413
H 4.378 0.160 1.093
H 5.362 -0.670 4.336
H -0.686 -4.390 -4.885
H 2.836 -2.267 1.030
H 2.289 -1.440 -7.509
C -4.544 7.355 -2.970
O -1.236 -0.077 5.493
C -3.521 -3.311 -0.434
O -1.259 0.750 -1.514
H -1.409 4.855 0.677
H 6.195 0.244 -1.382
H 7.213 -1.630 -1.292
H 1.902 4.301 -2.858
H 0.141 -3.533 -1.219
C -2.766 -3.279 2.902
C 2.758 1.028 3.959
C -1.400 -3.284 5.119
H -3.957 0.634 0.748
H 1.582 -0.549 3.345
H 2.936 1.866 -5.575
C 6.447 1.112 2.671
H -3.201 -5.377 -5.170
H 3.884 0.031 -1.331
H 2.607 -3.674 0.156
H 0.124 -1.323 -6.066
H -9.869 2.057 4.308
C -7.826 1.256 4.262
H 0.715 2.450 -0.812
C 0.540 -0.370 -5.776
H 3.288 1.636 1.367
N 6.384 -1.162 -3.089
C -3.339 -4.387 -5.605
H -4.483 4.608 1.335
H 0.993 5.195 0.138
H 8.113 -3.401 -3.852
C -0.640 0.731 -0.295
H 2.911 -2.200 4.504
C -0.516 -0.610 0.366
C 0.436 -2.627 -3.054
H -2.240 5.919 -3.909
C 7.760 -3.289 -2.827
H -0.856 0.498 -4.185
H -0.648 -2.500 5.024
H -3.975 -2.343 -0.647
N -3.529 -0.630 4.825
C 0.033 0.516 -4.799
H 7.596 2.750 1.896
N -7.468 0.290 3.141
*
```

Here are the Löwdin charges for atoms 1 to 99, given in e:
1 H 0.11
2 H 0.11
3 H 0.06
4 N -0.07
5 C -0.17
6 H 0.09
7 H 0.06
8 S 0.36
9 H 0.12
10 H 0.08
11 C -0.03
12 H 0.13
13 H 0.12
14 N -0.10
15 O -0.07
16 H 0.05
17 C 0.01
18 C -0.05
19 H 0.08
20 C -0.06
21 O -0.26
22 C 0.05
23 H 0.12
24 N -0.07
25 C -0.20
26 C -0.02
27 H 0.14
28 N -0.03
29 H 0.11
30 H 0.14
31 C -0.03
32 H 0.11
33 N -0.02
34 H 0.14
35 H 0.08
36 H 0.09
37 H 0.07
38 H 0.11
39 H 0.11
40 H 0.06
41 N -0.11
42 H 0.06
43 H 0.11
44 H 0.08
45 H 0.12
46 H 0.08
47 C -0.06
48 H 0.14
49 O -0.27
50 C -0.01
51 C -0.05
52 H 0.14
53 H 0.14
54 H 0.12
55 C 0.01
56 C -0.13
57 H 0.12
58 H 0.08
59 H 0.13
60 H 0.12
61 N -0.02
62 F -0.21
63 H 0.13
64 C -0.08
65 C 0.01
66 C -0.15
67 C -0.10
68 C 0.03
69 H 0.13
70 C -0.22
71 C 0.03
72 H 0.08
73 H 0.09
74 H 0.09
75 C -0.09
76 H 0.09
77 H 0.08
78 H 0.04
79 H 0.07
80 H 0.16
81 C 0.00
82 H 0.06
83 C -0.02
84 H 0.14
85 H 0.14
86 C -0.89
87 H 0.09
88 C -0.06
89 H 0.14
90 C 0.04
91 H 0.11
92 H 0.10
93 O -0.03
94 H 0.08
95 C -0.07
96 F -0.24
97 C -0.06
98 C 0.02
99 H 0.10